# 1
A 13-piece molecular cluster, C69H158N6O19 overall at a distorted geometry, computed with the ωB97M-V functional and the def2-TZVPD basis.

Output
highest occupied orbital energy	-8.1563	eV
E_LUMO	0.395	eV
HOMO-LUMO gap	8.55	eV
multiplicity	1

Each line ends with the Löwdin charge.
Positions of all 252 atoms, in Å:
C1 4.103 6.121 2.358  -0.036
C2 5.270 5.193 2.753  -0.494
C3 4.636 3.900 3.384  -0.093
C4 5.672 2.727 3.531  -0.154
C5 6.258 2.387 2.177  -0.110
C6 6.741 3.617 1.310  -0.478
N1 5.822 4.768 1.465  -0.105
O1 6.271 5.886 0.765  -0.058
C7 8.235 3.966 1.709  -0.021
C8 6.846 3.239 -0.175  -0.036
C9 6.225 5.908 3.769  -0.014
H1 3.540 6.545 3.183  0.068
H2 3.403 5.626 1.656  0.075
H3 4.495 6.995 1.730  0.105
H4 4.203 4.244 4.334  0.084
H5 3.855 3.619 2.679  0.116
H6 5.069 1.937 3.952  0.083
H7 6.403 2.922 4.321  0.107
H8 5.511 1.772 1.652  0.118
H9 7.186 1.849 2.283  0.101
H10 8.732 2.969 1.543  0.096
H11 8.629 4.857 1.154  0.089
H12 8.216 4.168 2.798  0.071
H13 7.586 2.478 -0.314  0.073
H14 5.801 2.984 -0.585  0.101
H15 7.050 4.135 -0.747  0.073
H16 5.540 6.307 4.545  0.080
H17 6.695 6.870 3.387  0.100
H18 6.963 5.242 4.187  0.054
H19 7.195 6.027 0.969  0.081
C10 3.132 2.354 -5.597  -0.040
C11 1.924 1.436 -5.502  -0.501
C12 0.729 1.957 -6.287  -0.118
C13 -0.381 0.876 -6.609  -0.181
C14 0.270 -0.234 -7.374  -0.173
C15 1.413 -0.878 -6.551  -0.475
N2 2.409 0.188 -6.183  -0.064
O2 3.490 -0.429 -5.457  -0.046
C16 0.726 -1.722 -5.438  -0.035
C17 2.141 -1.878 -7.497  -0.048
C18 1.455 1.319 -4.029  -0.015
H20 3.444 2.499 -6.625  0.084
H21 3.979 1.984 -5.055  0.066
H22 2.986 3.370 -5.138  0.097
H23 0.273 2.834 -5.758  0.135
H24 1.017 2.272 -7.277  0.107
H25 -1.217 1.322 -7.225  0.123
H26 -0.940 0.461 -5.704  0.087
H27 0.649 0.068 -8.417  0.147
H28 -0.404 -1.106 -7.514  0.119
H29 0.034 -2.473 -5.866  0.100
H30 1.404 -2.254 -4.818  0.063
H31 0.132 -1.076 -4.804  0.045
H32 2.815 -2.551 -6.966  0.076
H33 1.521 -2.500 -8.142  0.079
H34 2.687 -1.273 -8.227  0.082
H35 2.230 0.819 -3.443  0.077
H36 0.519 0.787 -3.975  0.052
H37 1.368 2.275 -3.573  0.065
H38 4.339 -0.199 -5.891  0.115
C19 -0.567 3.373 1.341  -0.003
C20 -1.447 2.071 1.239  -0.492
C21 -1.981 1.913 -0.209  -0.135
C22 -0.894 1.490 -1.201  -0.159
C23 -0.374 0.096 -0.691  -0.100
C24 0.200 0.218 0.735  -0.467
N3 -0.762 0.842 1.622  -0.049
O3 -0.130 1.021 2.958  -0.026
C25 0.332 -1.223 1.324  -0.008
C26 1.558 1.001 0.774  0.009
C27 -2.685 2.178 2.134  -0.023
H39 0.252 3.207 0.658  0.031
H40 -0.170 3.507 2.382  0.094
H41 -1.117 4.258 0.983  0.088
H42 -2.789 1.146 -0.157  0.111
H43 -2.475 2.816 -0.576  0.118
H44 -0.074 2.155 -1.248  0.071
H45 -1.261 1.339 -2.244  0.090
H46 0.376 -0.381 -1.395  0.127
H47 -1.227 -0.628 -0.661  0.117
H48 1.065 -1.670 0.652  0.065
H49 0.786 -1.070 2.267  0.041
H50 -0.622 -1.702 1.493  0.072
H51 1.739 1.526 1.741  0.085
H52 2.408 0.300 0.713  0.066
H53 1.563 1.711 -0.023  0.049
H54 -2.433 2.302 3.181  0.064
H55 -3.272 1.346 2.077  0.035
H56 -3.336 3.015 1.774  0.104
H57 -0.860 0.852 3.544  0.059
C28 3.285 -5.163 -2.096  -0.040
C29 4.097 -4.396 -1.042  -0.504
C30 5.641 -4.636 -1.242  -0.090
C31 6.513 -3.600 -0.491  -0.163
C32 6.048 -2.213 -0.802  -0.166
C33 4.593 -1.878 -0.630  -0.546
N4 3.882 -2.958 -1.363  -0.023
O4 2.445 -2.720 -1.095  -0.105
C34 4.217 -1.735 0.788  -0.029
C35 4.421 -0.626 -1.490  -0.027
C36 3.509 -4.820 0.271  -0.031
H58 2.227 -4.935 -2.040  0.041
H59 3.622 -6.235 -2.188  0.107
H60 3.527 -4.679 -3.107  0.109
H61 5.842 -5.636 -0.978  0.104
H62 5.740 -4.534 -2.272  0.090
H63 7.561 -3.723 -0.776  0.113
H64 6.553 -3.821 0.566  0.100
H65 6.249 -2.077 -1.878  0.131
H66 6.578 -1.486 -0.229  0.117
H67 3.159 -1.803 1.050  0.066
H68 4.756 -2.448 1.430  0.090
H69 4.472 -0.750 1.184  0.080
H70 4.550 -0.933 -2.536  0.085
H71 3.417 -0.143 -1.363  0.074
H72 5.174 0.157 -1.208  0.097
H73 4.175 -4.630 1.161  0.100
H74 3.269 -5.894 0.127  0.102
H75 2.596 -4.344 0.488  0.035
H76 2.019 -2.331 -1.904  0.112
C37 -7.405 -1.515 -3.066  -0.010
C38 -6.440 -1.890 -4.194  -0.525
C39 -6.651 -1.057 -5.481  -0.137
C40 -6.143 0.391 -5.429  -0.164
C41 -4.658 0.258 -5.163  -0.145
C42 -4.303 -0.534 -3.897  -0.466
N5 -5.012 -1.824 -3.885  -0.087
O5 -4.631 -2.563 -2.717  -0.060
C43 -2.762 -0.819 -3.940  0.001
C44 -4.624 0.335 -2.673  -0.020
C45 -6.668 -3.350 -4.604  -0.039
H77 -8.352 -1.858 -3.363  0.070
H78 -7.435 -0.424 -2.908  0.071
H79 -7.089 -1.871 -2.083  0.058
H80 -6.267 -1.684 -6.281  0.111
H81 -7.741 -1.065 -5.625  0.122
H82 -6.738 0.924 -4.699  0.100
H83 -6.387 0.789 -6.391  0.102
H84 -4.218 1.221 -5.104  0.106
H85 -4.187 -0.216 -6.085  0.143
H86 -2.516 -1.819 -3.638  0.061
H87 -2.421 -0.655 -4.968  0.052
H88 -2.168 -0.147 -3.311  0.059
H89 -3.903 1.171 -2.477  0.089
H90 -5.582 0.827 -2.850  0.067
H91 -4.588 -0.221 -1.730  0.061
H92 -6.143 -3.618 -5.528  0.084
H93 -7.764 -3.414 -4.873  0.095
H94 -6.566 -4.022 -3.730  0.086
H95 -5.222 -2.284 -1.921  0.082
C46 -5.075 -1.922 2.313  -0.003
C47 -4.566 -2.979 1.319  -0.488
C48 -3.890 -4.121 2.051  -0.129
C49 -4.926 -5.028 2.718  -0.185
C50 -5.969 -5.527 1.794  -0.168
C51 -6.722 -4.456 1.048  -0.507
N6 -5.684 -3.563 0.486  -0.066
O6 -6.184 -2.503 -0.261  -0.086
C52 -7.450 -5.091 -0.190  -0.018
C53 -7.768 -3.801 1.930  -0.027
C54 -3.539 -2.395 0.386  -0.021
H96 -4.332 -1.183 2.508  0.067
H97 -5.299 -2.292 3.390  0.115
H98 -5.996 -1.494 1.992  0.055
H99 -3.202 -4.677 1.381  0.127
H100 -3.225 -3.755 2.844  0.121
H101 -5.406 -4.417 3.526  0.110
H102 -4.533 -5.919 3.228  0.121
H103 -6.640 -6.252 2.244  0.127
H104 -5.446 -6.087 1.001  0.132
H105 -6.801 -5.443 -0.970  0.071
H106 -8.051 -5.919 0.196  0.084
H107 -8.031 -4.348 -0.762  0.082
H108 -8.253 -2.898 1.456  0.107
H109 -8.538 -4.520 2.078  0.073
H110 -7.399 -3.520 2.895  0.064
H111 -2.631 -2.236 0.953  0.074
H112 -3.858 -1.453 -0.085  0.078
H113 -3.351 -3.158 -0.324  0.062
H114 -6.374 -1.757 0.343  0.077
C55 2.405 6.470 -2.520  -0.064
C56 3.123 5.984 -1.312  -0.505
C57 2.999 4.483 -1.136  -0.042
O7 4.494 6.306 -1.560  -0.080
H115 1.335 6.271 -2.508  0.081
H116 2.758 5.907 -3.353  0.059
H117 2.630 7.555 -2.736  0.104
H118 2.845 6.470 -0.382  0.119
H119 2.116 4.150 -0.628  0.056
H120 3.834 4.189 -0.500  0.057
H121 3.107 3.988 -2.071  0.064
H122 5.059 6.259 -0.719  0.084
C58 -0.408 -5.133 -0.972  -0.169
C59 -1.007 -4.302 -2.113  -0.232
O8 -0.031 -3.417 -2.668  -0.100
O9 0.240 -4.330 0.110  -0.135
H123 0.368 -5.797 -1.415  0.111
H124 -1.264 -5.717 -0.488  0.138
H125 -1.902 -3.678 -1.817  0.111
H126 -1.331 -5.019 -2.880  0.125
H127 -0.348 -3.267 -3.601  0.084
H128 1.032 -3.934 -0.373  0.050
C60 2.404 -0.373 4.685  -0.280
C61 2.539 0.685 5.663  -0.247
O10 1.798 1.879 5.329  -0.059
O11 2.996 0.070 3.494  -0.036
H129 1.386 -0.686 4.648  0.085
H130 2.909 -1.251 5.055  0.123
H131 3.626 0.889 5.804  0.135
H132 2.257 0.240 6.567  0.096
H133 0.876 1.589 5.452  0.050
H134 2.287 0.532 3.069  0.017
C62 0.533 -3.544 5.110  -0.216
C63 1.063 -3.950 3.777  -0.271
O12 -0.057 -4.438 3.108  -0.096
O13 -0.317 -2.463 4.791  -0.091
H135 1.383 -3.146 5.740  0.141
H136 0.038 -4.420 5.591  0.136
H137 1.685 -4.808 3.869  0.113
H138 1.456 -3.001 3.265  0.141
H139 0.038 -4.348 2.106  0.092
H140 -0.819 -2.767 4.036  0.080
C64 2.146 3.986 7.694  -0.210
C65 2.995 4.650 6.639  -0.271
O14 2.834 6.078 6.636  -0.080
O15 0.736 4.026 7.282  -0.108
H141 2.286 4.367 8.721  0.124
H142 2.412 2.926 7.631  0.105
H143 2.728 4.144 5.625  0.122
H144 4.055 4.339 6.921  0.134
H145 2.603 6.459 5.766  0.087
H146 0.450 4.879 6.894  0.092
C66 -1.667 0.171 6.597  -0.252
C67 -1.561 1.638 6.693  -0.204
O16 -1.213 1.997 5.334  -0.107
O17 -0.413 -0.346 6.219  -0.036
H147 -2.460 -0.151 5.938  0.117
H148 -2.021 -0.281 7.623  0.151
H149 -0.736 1.981 7.361  0.126
H150 -2.542 2.034 6.967  0.123
H151 -1.041 2.945 5.311  0.094
H152 -0.555 -1.100 5.746  -0.028
C68 -7.892 2.227 1.346  -0.224
C69 -8.329 1.583 -0.001  -0.252
O18 -7.609 0.445 -0.375  -0.087
O19 -6.590 2.838 1.424  -0.073
H153 -7.792 1.425 2.042  0.102
H154 -8.655 2.950 1.706  0.124
H155 -8.303 2.405 -0.803  0.137
H156 -9.343 1.223 0.072  0.114
H157 -6.640 0.669 -0.474  0.106
H158 -6.540 3.486 0.724  0.071

---

# 2
C69H63N3O2P2PdS as an isolated structure at a distorted geometry, computed with the ωB97M-V functional and the def2-TZVPD basis.

Output
highest occupied orbital energy	-6.1885	eV
E_LUMO	-1.613	eV
HOMO-LUMO gap	4.58	eV
multiplicity	1
ΔE to the lowest compared entry with this formula, charge and spin	4.9	kcal/mol

Each line ends with the Löwdin charge.
Positions of all 141 atoms, in Å:
C1 4.358 -5.142 5.564  -0.092
C2 3.813 -4.282 6.521  -0.080
C3 3.173 -3.106 6.120  -0.063
C4 3.082 -2.787 4.762  -0.260
S1 2.191 -1.303 4.263  0.618
C5 0.652 -1.661 3.608  -0.268
C6 -0.248 -2.585 4.244  -0.292
C7 -0.896 -3.614 3.494  -0.038
C8 -1.972 -4.303 4.030  -0.049
C9 -2.430 -4.021 5.327  -0.270
C10 -3.572 -4.718 5.859  -0.205
N1 -4.494 -5.281 6.313  0.117
C11 -1.719 -3.112 6.127  -0.045
C12 -0.629 -2.430 5.608  -0.035
O1 2.035 -0.506 5.469  -0.355
O2 2.986 -0.766 3.165  -0.369
C13 3.728 -3.594 3.814  -0.059
C14 4.320 -4.798 4.209  -0.082
H1 4.824 -6.079 5.872  0.100
H2 3.880 -4.516 7.584  0.103
H3 2.755 -2.427 6.862  0.107
H4 0.641 -1.563 2.520  0.055
H5 -0.537 -3.822 2.479  0.111
H6 -2.489 -5.070 3.448  0.116
H7 -2.037 -2.964 7.165  0.116
H8 -0.087 -1.704 6.218  0.102
H9 3.779 -3.283 2.769  0.099
H10 4.754 -5.458 3.455  0.102
C15 0.278 4.599 -5.527  -0.049
N2 1.282 4.469 -4.484  -0.160
C16 2.581 5.041 -4.782  -0.048
C17 0.998 3.948 -3.257  -0.231
C18 1.972 3.964 -2.226  -0.047
C19 1.725 3.426 -0.980  -0.031
C20 0.433 2.940 -0.651  -0.312
C21 0.145 2.300 0.616  -0.055
C22 1.084 1.873 1.538  -0.065
C23 0.772 1.540 2.882  0.035
C24 -0.391 2.015 3.547  -0.213
C25 -0.829 1.457 4.786  0.003
C26 -2.127 1.641 5.207  0.001
C27 -3.045 2.340 4.371  -0.214
N3 -4.388 2.187 4.501  -0.170
C28 -5.312 2.786 3.553  -0.050
C29 -4.950 1.219 5.421  -0.046
C30 -2.534 3.152 3.325  -0.008
C31 -1.202 3.050 3.001  -0.022
Pd1 0.156 1.153 -2.067  0.387
P1 2.034 0.199 -2.855  0.961
C32 2.185 -1.411 -2.036  -0.345
C33 2.335 -2.589 -2.778  -0.093
C34 2.497 -3.806 -2.118  -0.084
C35 2.444 -3.860 -0.721  -0.077
C36 2.225 -2.697 0.025  -0.064
C37 2.071 -1.476 -0.632  -0.109
C38 2.033 0.011 -4.648  -0.371
C39 3.090 -0.658 -5.292  -0.106
C40 3.086 -0.798 -6.681  -0.073
C41 2.065 -0.208 -7.437  -0.082
C42 1.028 0.489 -6.806  -0.084
C43 1.009 0.603 -5.414  -0.108
C44 3.604 1.053 -2.510  -0.327
C45 4.145 1.941 -3.460  -0.108
C46 5.134 2.854 -3.090  -0.104
C47 5.627 2.860 -1.780  -0.088
C48 5.162 1.923 -0.855  -0.077
C49 4.166 1.013 -1.220  -0.083
P2 -1.717 -0.138 -1.718  0.994
C50 -3.197 0.720 -2.368  -0.350
C51 -3.653 0.508 -3.679  -0.082
C52 -4.664 1.318 -4.205  -0.086
C53 -5.245 2.323 -3.425  -0.095
C54 -4.855 2.486 -2.093  -0.082
C55 -3.840 1.686 -1.564  -0.121
C56 -1.507 -1.810 -2.404  -0.334
C57 -1.459 -2.933 -1.556  -0.072
C58 -1.173 -4.193 -2.075  -0.079
C59 -0.883 -4.342 -3.432  -0.093
C60 -0.884 -3.227 -4.277  -0.088
C61 -1.204 -1.968 -3.769  -0.119
C62 -2.314 -0.490 -0.040  -0.380
C63 -3.637 -0.937 0.148  -0.097
C64 -4.125 -1.161 1.433  -0.070
C65 -3.284 -1.021 2.536  -0.059
C66 -1.965 -0.611 2.345  -0.076
C67 -1.467 -0.385 1.069  -0.086
C68 -0.627 3.100 -1.619  -0.178
C69 -0.282 3.389 -2.969  -0.069
H11 -0.075 3.615 -5.868  0.081
H12 -0.580 5.209 -5.199  0.100
H13 0.745 5.112 -6.372  0.081
H14 3.378 4.281 -4.763  0.072
H15 2.529 5.464 -5.787  0.082
H16 2.848 5.853 -4.090  0.099
H17 2.933 4.429 -2.427  0.092
H18 2.503 3.390 -0.222  0.117
H19 -0.921 2.170 0.824  0.105
H20 2.127 1.744 1.219  0.116
H21 1.534 1.044 3.477  0.084
H22 -0.124 0.866 5.366  0.113
H23 -2.460 1.216 6.150  0.108
H24 -5.289 2.288 2.566  0.100
H25 -6.324 2.684 3.961  0.086
H26 -5.081 3.853 3.418  0.086
H27 -4.575 1.391 6.444  0.093
H28 -6.044 1.337 5.404  0.088
H29 -4.709 0.179 5.127  0.091
H30 -3.177 3.835 2.769  0.102
H31 -0.789 3.718 2.246  0.120
H32 2.323 -2.546 -3.867  0.089
H33 2.666 -4.711 -2.702  0.106
H34 2.576 -4.812 -0.206  0.104
H35 2.197 -2.727 1.116  0.082
H36 1.884 -0.571 -0.047  0.083
H37 3.911 -1.073 -4.702  0.118
H38 3.883 -1.366 -7.167  0.107
H39 2.081 -0.285 -8.524  0.103
H40 0.226 0.948 -7.391  0.103
H41 0.201 1.149 -4.917  0.073
H42 3.787 1.910 -4.491  0.101
H43 5.522 3.562 -3.826  0.103
H44 6.380 3.593 -1.487  0.103
H45 5.579 1.889 0.155  0.111
H46 3.838 0.263 -0.503  0.092
H47 -3.227 -0.300 -4.275  0.089
H48 -4.999 1.157 -5.230  0.103
H49 -6.005 2.978 -3.852  0.101
H50 -5.335 3.235 -1.463  0.103
H51 -3.576 1.793 -0.507  0.104
H52 -1.665 -2.823 -0.491  0.101
H53 -1.169 -5.056 -1.408  0.109
H54 -0.638 -5.328 -3.828  0.103
H55 -0.628 -3.336 -5.334  0.106
H56 -1.207 -1.102 -4.436  0.083
H57 -4.283 -1.090 -0.720  0.117
H58 -5.169 -1.455 1.572  0.107
H59 -3.637 -1.245 3.544  0.101
H60 -1.302 -0.488 3.199  0.069
H61 -0.422 -0.104 0.937  0.076
H62 -1.666 2.989 -1.311  0.088
H63 -1.044 3.313 -3.752  0.102

---

# 3
One molecule with the formula C6Cl6 at a distorted geometry, computed with the ωB97M-V functional and the def2-TZVPD basis.

Output
highest occupied orbital energy	-8.9542	eV
SMILES	ClC1=C(Cl)C(Cl)(Cl)C(Cl)(Cl)C#C1
E_LUMO	-1.219	eV
HOMO-LUMO gap	7.74	eV
multiplicity	1
ΔE to the lowest compared entry with this formula, charge and spin	113.7	kcal/mol

Each line ends with the Löwdin charge.
Positions of all 12 atoms, in Å:
Cl1 3.321 0.239 0.133  0.771
C1 1.691 0.254 -0.043  -0.780
C2 0.824 -0.971 -0.292  -0.679
Cl2 1.886 -2.347 -0.426  0.653
C3 -0.686 -1.004 -0.069  -1.267
Cl3 -0.838 -1.425 1.639  0.663
Cl4 -1.390 -2.233 -1.015  0.702
C4 -1.431 0.458 -0.283  -1.128
Cl5 -2.889 0.438 0.806  0.565
Cl6 -2.114 0.790 -1.958  0.580
C5 -0.418 1.453 0.037  -0.072
C6 0.821 1.349 -0.020  -0.008

---

# 4
C6F5S4SbV as an isolated structure at a distorted geometry, computed with the ωB97M-V functional and the def2-TZVPD basis.

Output
highest occupied orbital energy (alpha / beta)	-8.5295 / -8.5957	eV
E_LUMO (alpha / beta)	-2.610 / -1.508	eV
HOMO-LUMO gap (alpha / beta)	5.92 / 7.09	eV
multiplicity	2
⟨S²⟩	0.898

Each line ends with the Löwdin charge.
Positions of all 17 atoms, in Å:
V1 -2.281 -1.284 -0.017  -0.079
F1 4.158 1.323 -0.109  0.145
C1 2.832 1.226 -0.102  -0.130
C2 2.234 -0.017 -0.048  -0.137
F2 2.970 -1.124 -0.002  0.143
C3 0.863 -0.077 -0.041  -0.227
F3 0.267 -1.286 0.017  -0.012
C4 0.056 1.030 -0.091  -0.476
S1 -1.704 0.876 -0.078  0.692
C5 0.677 2.262 -0.145  -0.233
F4 -0.044 3.381 -0.193  0.108
C6 2.055 2.365 -0.149  -0.134
F5 2.638 3.560 -0.198  0.140
S2 -4.256 -4.035 2.046  -0.246
Sb1 -4.242 -3.709 -0.141  0.315
S3 -4.443 -1.192 -0.206  0.056
S4 -1.780 -3.298 -0.543  0.075